Entry 1:
Entry from the OMol25 dataset: a molecular structure, C27H37BFN11O4PtSi at a distorted geometry (wB97M-V/def2-TZVPD).

Properties
- spin multiplicity = 5
- HOMO-LUMO gap (spin up / spin down) (eV) = 6.5446 / 6.0282
- relative energy (zero: lowest compared OMol25 entry of this formula, charge and spin) (eV) = 7.6536
- E_tot (eV) = -67692.183
- LUMO (spin up / spin down) (eV) = -0.500 / -3.038
- F_max (eV/Å) = 6.3
- HOMO (spin up / spin down) (eV) = -7.044 / -9.066

Cartesian coordinates (Å):
Pt: -0.029815 -0.112549 -0.141069
C: 3.270180 -1.386300 0.427017
C: 2.168222 -1.701286 1.373503
C: 2.247081 -2.440557 2.554067
C: 0.978901 -2.422384 3.106823
C: 0.509598 -3.041357 4.380161
N: 0.184964 -1.713301 2.290682
N: 0.905244 -1.294297 1.224716
B: -1.242791 -1.170941 2.572866
N: -2.175230 -1.623642 1.463374
N: -1.865056 -1.303061 0.186027
C: -2.757177 -1.915934 -0.589262
C: -2.752908 -1.936972 -2.082027
C: -3.667521 -2.621088 0.214951
C: -3.262648 -2.414987 1.518821
C: -3.862811 -2.939098 2.781935
N: -1.179406 0.370102 2.598524
N: -0.385674 1.056592 1.736624
C: -0.254133 2.296535 2.217545
C: 0.706938 3.328209 1.731335
C: -1.035912 2.420511 3.372613
C: -1.600488 1.181210 3.585196
C: -2.503739 0.742378 4.687668
H: 4.225219 -1.565828 0.917248
H: 3.218836 -0.349137 0.103763
H: 3.216422 -2.024669 -0.450154
H: 3.124914 -2.915810 2.956964
H: 1.309085 -3.650610 4.796393
H: -0.361711 -3.674839 4.217258
H: 0.238460 -2.280371 5.112272
H: -1.598903 -1.576797 3.634388
H: -2.572468 -0.955532 -2.520306
H: -3.714813 -2.298832 -2.439451
H: -1.974192 -2.601169 -2.462871
H: -4.501844 -3.211789 -0.124805
H: -4.729232 -3.549756 2.536093
H: -4.188431 -2.130979 3.437180
H: -3.156184 -3.553467 3.339873
H: 1.303866 2.983395 0.897854
H: 1.398388 3.554148 2.544215
H: 0.194311 4.257799 1.481153
H: -1.142839 3.302598 3.981067
H: -2.779112 1.607247 5.287443
H: -2.020282 0.010798 5.335600
H: -3.415007 0.291666 4.294288
C: 2.834001 -0.813632 -3.267066
Si: 1.445177 -2.021101 -2.906191
C: 0.452584 -2.181288 -4.492701
C: 2.159175 -3.714432 -2.495273
C: 0.130941 -1.620048 -1.598741
H: 3.379442 -1.180185 -4.140230
H: 3.544960 -0.695302 -2.450396
H: 2.455857 0.173550 -3.519925
H: 1.090615 -2.476958 -5.328631
H: -0.020454 -1.228957 -4.746884
H: -0.341100 -2.925484 -4.394564
H: 2.660252 -4.138323 -3.368833
H: 1.360637 -4.402369 -2.207814
H: 2.884560 -3.697525 -1.682808
H: -0.035369 -2.524900 -1.011416
H: -0.785972 -1.439040 -2.161282
F: -2.195162 4.410761 0.427283
C: -2.021098 3.386597 -0.399940
C: -0.863519 3.347324 -1.047508
N: -0.532608 2.289389 -1.998366
C: 0.872512 2.355765 -2.480864
C: 1.887699 2.291321 -1.315240
O: 2.656572 3.231746 -1.210620
O: 1.820275 1.255725 -0.570905
C: -2.256061 1.013973 -2.219801
O: -2.531528 0.048139 -2.986587
N: -3.292600 1.469839 -1.336699
C: -3.242578 2.489901 -0.425878
O: -4.151046 2.721094 0.331539
H: -0.129837 4.134470 -0.950346
H: 0.972840 3.296255 -3.017069
H: 0.992136 1.513350 -3.152897
H: -4.166888 0.963244 -1.377430
N: -0.944865 1.013126 -1.460747
C: -1.557758 2.197921 -3.109826
N: -2.079645 3.237406 -3.652592
C: -3.113139 3.443404 -4.405960
N: -4.022051 3.690439 -5.087110

Cartesian forces (eV/Å) of the 2 atoms listed first:
Pt 0.7 0.6 -0.4
C -0.1 0.1 0.0

---

Entry 2:
Entry from the OMol25 dataset: 2 unconnected molecules or ions with the total composition C2H3ClN2O at a distorted geometry (wB97M-V/def2-TZVPD).

Properties
- HOMO-LUMO gap (eV) = 10.6513
- relative energy (zero: lowest compared OMol25 entry of this formula, charge and spin) (eV) = 3.8694
- SMILES string = C#[N+][O-].[H]/N=C\Cl
- E_tot (eV) = -19668.701
- LUMO (eV) = 0.524
- F_max (eV/Å) = 3.6
- HOMO (eV) = -10.127

Cartesian coordinates (Å):
C: -2.767827 -0.202342 -0.211045
N: -3.585426 -0.859809 0.295709
O: -4.180956 -1.759309 0.766765
H: -2.160627 0.703764 -0.400698
H: 1.686762 0.100666 1.431838
N: 1.343380 0.248019 0.539490
C: 1.337737 -0.732149 -0.255590
Cl: 2.482874 -2.116031 -0.200839
H: 0.832680 -0.632293 -1.206133

Cartesian forces (eV/Å) of the 2 atoms listed first:
C 0.2 1.6 -0.1
N 2.4 0.4 -0.8

---

Entry 3:
Entry from the OMol25 dataset: 2 unconnected molecules or ions with the total composition C3H5O3 at a distorted geometry (wB97M-V/def2-TZVPD).

Properties
- spin multiplicity = 2
- HOMO-LUMO gap (spin up / spin down) (eV) = 10.6596 / 5.9014
- relative energy (zero: lowest compared OMol25 entry of this formula, charge and spin) (eV) = 0.8276
- E_tot (eV) = -9331.415
- LUMO (spin up / spin down) (eV) = 0.717 / -4.039
- F_max (eV/Å) = 1.9
- HOMO (spin up / spin down) (eV) = -9.943 / -9.940

Cartesian coordinates (Å):
O: -2.693301 -1.285144 0.382450
C: -1.951134 -0.803948 -0.432956
C: -0.884199 0.180935 -0.080673
H: -2.200364 -0.958283 -1.495518
H: -1.378380 1.145950 0.043160
H: -0.173914 0.310648 -0.902325
H: -0.310108 -0.033371 0.802586
O: 2.568011 -0.793508 0.831073
C: 2.390400 0.333923 0.450702
O: 1.723697 1.300163 0.906291
H: 2.909293 0.602634 -0.504791

Cartesian forces (eV/Å) of the 2 atoms listed first:
O 0.2 -0.3 0.2
C -0.9 0.3 0.4

---

Entry 4:
Entry from the OMol25 dataset: 5 unconnected molecules or ions with the total composition C18H23ClN2O12 at a distorted geometry (wB97M-V/def2-TZVPD).

Properties
- HOMO-LUMO gap (eV) = 1.7094
- charge = -4
- E_tot (eV) = -59092.335
- LUMO (eV) = 5.243
- F_max (eV/Å) = 6.4
- HOMO (eV) = 3.534

Cartesian coordinates (Å):
N: -0.396116 0.231335 0.046196
H: -0.204197 0.758650 -0.793568
H: -1.159663 -0.367289 -0.234401
H: -0.643880 0.752845 0.874897
H: 0.460257 -0.292585 0.156719
C: 5.201551 0.288911 -0.645966
C: 6.245778 1.219900 -0.906669
C: 7.170398 0.887797 -2.184270
O: 7.864103 1.738272 -2.648658
C: 6.999064 -0.430016 -2.809659
C: 6.064102 -1.283750 -2.398522
C: 5.106648 -0.934884 -1.308420
O: 4.036382 -1.595547 -1.050381
O: 6.137249 -2.438392 -2.946752
O: 6.461850 2.218171 -0.232694
H: 4.561106 0.549578 0.183662
H: 7.806976 -0.662339 -3.487684
C: 2.117201 3.853543 -5.592090
C: 1.133265 3.218157 -4.726488
C: 0.125714 2.147561 -5.402042
O: -0.475413 1.385965 -4.606747
C: 0.376861 1.775533 -6.802989
C: 1.415913 2.337335 -7.477211
C: 2.319402 3.407178 -6.884343
O: 3.243742 4.067667 -7.453241
O: 1.643462 1.681198 -8.497438
O: 1.087356 3.351652 -3.531284
H: 2.713834 4.705446 -5.301081
H: -0.241752 0.984237 -7.199932
Cl: -0.904143 4.557642 4.129049
O: -0.010627 3.420235 4.116003
O: -2.229698 4.132127 4.603704
O: -0.364265 5.484025 5.049779
O: -1.080247 5.131248 2.866865
C: -5.449964 -1.509834 1.650800
C: -4.223921 -2.538496 1.778876
N: -3.364772 -2.263226 2.937994
C: -4.143516 -1.854232 4.222311
C: -4.924377 -3.004738 4.760973
C: -2.300416 -3.259736 3.113833
C: -1.401388 -3.078893 4.305587
H: -5.977575 -1.553342 0.697992
H: -5.124797 -0.475908 1.766348
H: -6.181099 -1.607086 2.453354
H: -4.737765 -3.495825 1.865939
H: -3.602784 -2.494507 0.884249
H: -4.709668 -0.935262 4.070455
H: -3.328887 -1.658561 4.919587
H: -4.337052 -3.851683 5.115708
H: -5.509378 -3.323160 3.898134
H: -5.582389 -2.930009 5.626727
H: -2.567743 -4.316272 3.095242
H: -1.699200 -3.072706 2.224084
H: -0.580351 -3.771088 4.118843
H: -0.900032 -2.111559 4.337563
H: -1.935139 -3.175286 5.251057

Cartesian forces (eV/Å) of the 2 atoms listed first:
N 0.0 -0.5 -0.8
H 0.1 1.4 -0.5

---

Entry 5:
Entry from the OMol25 dataset: a molecular structure, C46H46BBrClHgN13O3S at a distorted geometry (wB97M-V/def2-TZVPD).

Properties
- spin multiplicity = 2
- HOMO-LUMO gap (spin up / spin down) (eV) = 3.8965 / 5.9564
- relative energy (zero: lowest compared OMol25 entry of this formula, charge and spin) (eV) = 1.4196
- charge = -1
- E_tot (eV) = -172217.001
- LUMO (spin up / spin down) (eV) = 2.054 / 2.054
- F_max (eV/Å) = 1.1
- HOMO (spin up / spin down) (eV) = -1.842 / -3.902

Cartesian coordinates (Å):
Hg: -0.756107 -1.233015 1.537284
N: 3.937057 -0.759719 2.138875
C: 2.777305 -0.831377 1.380698
S: 2.055083 0.686936 0.958335
N: 2.434198 -2.028209 1.024758
N: 1.181527 -2.345654 0.623240
C: 1.021022 -3.350210 -0.213848
C: 2.183076 -3.964638 -0.901181
C: 3.089910 -3.149416 -1.582066
C: 4.174074 -3.698130 -2.248268
C: 4.379136 -5.072484 -2.235151
C: 3.497411 -5.890253 -1.543021
C: 2.408487 -5.340365 -0.880144
C: -0.306421 -3.787610 -0.515625
C: -0.557048 -4.677650 -1.592802
C: -1.829531 -5.093004 -1.870948
C: -2.896169 -4.614204 -1.079220
C: -2.599827 -3.709434 -0.085358
N: -1.366863 -3.284733 0.218974
H: 4.449659 0.101097 2.065408
H: 4.475269 -1.611811 2.168257
H: 2.920084 -2.079750 -1.596351
H: 4.857270 -3.053220 -2.788780
H: 5.219903 -5.505097 -2.765342
H: 3.658643 -6.962167 -1.522337
H: 1.722597 -5.979933 -0.337466
H: 0.267722 -5.012783 -2.205404
H: -2.014800 -5.779733 -2.688857
H: -3.917889 -4.929700 -1.246399
H: -3.391463 -3.301336 0.519264
N: -4.170860 1.440182 -0.775544
C: -2.879266 1.102286 -0.645436
N: -2.749025 0.216939 0.302184
C: -4.028629 0.046308 0.753473
N: -4.920108 0.780091 0.114384
C: -4.392830 -0.829443 1.861104
C: -5.708721 -0.849474 2.335027
N: -6.108809 -1.617553 3.334547
C: -5.163861 -2.394853 3.869956
C: -3.862475 -2.375591 3.412408
N: -3.452428 -1.597401 2.414010
H: -4.598837 2.098815 -1.401626
H: -2.089355 1.530442 -1.239609
H: -6.443969 -0.201919 1.871811
H: -5.474367 -3.037788 4.683780
H: -3.108878 -3.010772 3.864052
C: 1.687956 2.139618 -6.024588
C: 1.810005 3.065662 -4.802292
C: 0.887451 4.267260 -5.053335
C: 3.259736 3.561634 -4.739867
C: 1.473564 2.252850 -3.506292
O: 2.148396 1.006906 -3.658092
C: 2.044068 2.866112 -2.199756
C: 1.748890 4.307073 -1.734406
C: 0.452293 4.629791 -1.032859
C: 0.183268 4.115817 0.236203
C: -0.922008 4.542118 0.957980
C: -1.773871 5.485290 0.406724
Cl: -3.132127 6.063448 1.325487
C: -1.562618 5.967478 -0.872845
C: -0.448453 5.538843 -1.580736
C: -0.060861 1.986488 -3.469150
N: -0.385419 0.680613 -2.927377
C: 0.045605 0.052587 -1.820853
N: -0.590943 -1.081047 -1.654275
C: -1.460173 -1.104421 -2.693951
N: -1.386324 -0.047988 -3.486786
H: 1.971958 2.691608 -6.923310
H: 0.666614 1.778288 -6.160791
H: 2.339715 1.275745 -5.920295
H: 1.159840 4.715351 -6.011252
H: 0.987073 5.041087 -4.294202
H: -0.163903 3.980916 -5.112676
H: 3.538659 4.009788 -5.696075
H: 3.933399 2.726697 -4.542154
H: 3.396251 4.316644 -3.963554
H: 2.239602 0.589468 -2.790216
H: 3.127297 2.798332 -2.303524
H: 1.783448 2.186424 -1.381513
H: 1.880291 5.002022 -2.561229
H: 2.536350 4.534913 -1.011351
H: 0.845091 3.376049 0.680547
H: -1.112024 4.132385 1.939515
H: -2.246244 6.689506 -1.301709
H: -0.274334 5.938513 -2.573539
H: -0.462803 1.959338 -4.477610
H: -0.569542 2.779388 -2.917147
H: 0.847353 0.387633 -1.169090
H: -2.137161 -1.925144 -2.878412
Br: -2.257042 -6.922020 3.745648
C: -1.454690 -5.261890 4.210506
C: -1.671312 -4.727777 5.468353
C: -1.073584 -3.506453 5.748113
C: -0.335528 -2.878614 4.755582
N: -0.151793 -3.395277 3.541581
C: -0.686207 -4.583825 3.278150
H: -2.292631 -5.239502 6.190061
H: -1.203033 -3.040863 6.716525
H: 0.136952 -1.917703 4.925084
H: -0.500111 -4.988421 2.289165
O: -0.568574 1.647069 2.919092
B: -0.149022 0.304333 2.936873
O: 0.795999 0.153154 3.961874
C: 0.980698 1.380883 4.520528
C: 1.818541 1.757286 5.545876
C: 1.798900 3.099910 5.919795
C: 0.964750 4.013998 5.288457
C: 0.115665 3.625047 4.253406
C: 0.144860 2.297442 3.886397
H: 2.464499 1.039032 6.033456
H: 2.453146 3.436985 6.714014
H: 0.979065 5.050047 5.603027
H: -0.535811 4.333406 3.758046

Cartesian forces (eV/Å) of the 2 atoms listed first:
Hg 0.8 -0.5 0.0
N 0.1 0.1 0.2

---

Entry 6:
Entry from the OMol25 dataset: a single C3H9N molecule at a distorted geometry (wB97M-V/def2-TZVPD).

Properties
- HOMO-LUMO gap (eV) = 10.1668
- relative energy (zero: lowest compared OMol25 entry of this formula, charge and spin) (eV) = 1.1974
- SMILES string = CCNC
- E_tot (eV) = -4745.912
- LUMO (eV) = 1.149
- F_max (eV/Å) = 3.2
- HOMO (eV) = -9.018

Cartesian coordinates (Å):
C: -1.443645 0.414417 -0.181484
C: -0.574321 -0.783127 0.278558
N: 0.826507 -0.824768 -0.342627
C: 1.603941 0.372989 0.094188
H: -2.428059 0.257195 0.334062
H: -1.135323 1.355374 0.294786
H: -1.482584 0.603937 -1.296549
H: -0.457359 -0.933835 1.384980
H: -1.097446 -1.738862 -0.082168
H: 0.697451 -0.718294 -1.347950
H: 1.449863 1.338893 -0.388431
H: 1.285207 0.591883 1.231852
H: 2.755765 0.064198 0.020779

Cartesian forces (eV/Å) of the 2 atoms listed first:
C -0.4 0.2 1.3
C 0.6 -1.5 -1.7

---

- Number 5 is which compound?
  C46H46BBrClHgN13O3S